Here is a structure of composition C6H8HgMgO6 in a non-equilibrium geometry from the Open Molecules 2025 dataset. Energies are from ωB97M-V with the def2-TZVPD basis set.

Geometry as XYZ:
```
22
Properties=species:S:1:pos:R:3:mulliken_spin:R:1
O -0.29 -1.27 0.54 0.2249
O 2.02 0.45 1.54 0.0787
C 0.52 -1.66 -0.56 0.0432
C 2.00 -1.39 -0.41 0.0052
O 2.39 -0.02 -0.58 0.0040
C 2.48 0.87 0.45 0.0014
H 0.15 -1.16 -1.47 0.0015
H 0.43 -2.74 -0.78 -0.0083
H 2.53 -1.94 -1.20 0.0029
H 2.37 -1.78 0.56 -0.0052
O -1.42 0.99 1.12 -0.0365
C -1.05 2.18 0.41 0.0118
C -0.90 1.68 -1.02 0.0009
O -1.72 0.51 -1.03 0.0026
C -1.85 0.03 0.22 -0.0122
H -1.85 2.92 0.53 0.0009
H -0.11 2.56 0.83 0.0034
H 0.13 1.40 -1.26 0.0009
H -1.29 2.38 -1.77 -0.0002
O -2.83 -0.69 0.50 -0.0169
Hg -2.22 -2.79 1.08 0.8940
Mg 0.50 -0.54 2.31 0.8032
```

Output
* F_max: 2.7 eV Å⁻¹
* ⟨S²⟩: 2.0045
* ΔE to the lowest compared entry with this formula, charge and spin: 29.0 kJ/mol
* total energy: -28252.57021 eV
* charge: 0
* 2S+1: 3


Here is the molecule C19H29NO3 from the Open Molecules 2025 dataset. Energies are from ωB97M-V with the def2-TZVPD basis set.

Geometry as XYZ:
```
52
Properties=species:S:1:pos:R:3:mulliken_charge:R:1
C -5.19 -1.29 2.79 -1.5393
H -5.79 -0.40 2.95 0.3632
C -3.95 -0.95 1.97 0.6187
H -3.34 -0.23 2.52 0.0987
C -4.34 -0.38 0.60 -1.0548
N -3.30 -0.02 -0.33 0.2398
C -2.48 1.13 -0.05 -0.9885
C -1.20 0.82 0.73 -0.9632
H -0.61 1.74 0.84 0.5164
H -1.44 0.45 1.73 0.2463
C -0.37 -0.25 0.01 2.5314
C 0.16 0.28 -1.32 -0.3933
O 0.27 -0.38 -2.32 -0.5914
O 0.56 1.55 -1.23 -0.1870
C 1.10 2.16 -2.40 -0.2178
C 0.00 2.72 -3.29 -1.2791
H -0.64 1.91 -3.64 0.2948
H 0.44 3.22 -4.14 0.4315
H -0.60 3.43 -2.73 0.3089
H 1.68 1.41 -2.95 0.3364
H 1.76 2.95 -2.04 0.3514
C -1.24 -1.48 -0.23 -0.8733
C -2.55 -1.09 -0.95 -1.2924
H -3.19 -1.96 -1.05 0.4707
H -2.28 -0.76 -1.96 0.4014
H -0.71 -2.20 -0.86 0.4551
H -1.46 -1.95 0.73 0.3596
C 0.87 -0.59 0.87 -1.5436
C 1.73 -1.73 0.30 -0.7992
O 2.99 -1.79 0.94 -0.3823
C 3.96 -0.89 0.62 0.5150
C 5.13 -0.97 1.38 -0.6803
C 6.18 -0.12 1.14 -0.3703
C 6.10 0.84 0.13 -0.5480
C 4.94 0.92 -0.62 -0.7656
C 3.87 0.07 -0.38 0.2691
H 2.99 0.16 -1.00 0.1287
H 4.86 1.66 -1.41 0.3793
H 6.92 1.51 -0.06 0.3853
H 7.08 -0.19 1.73 0.3709
H 5.18 -1.72 2.16 0.4270
H 1.27 -2.69 0.51 0.2530
H 1.85 -1.63 -0.78 0.5223
H 0.55 -0.87 1.87 0.4350
H 1.49 0.31 0.96 0.4149
H -3.08 1.86 0.50 0.4448
H -2.20 1.58 -1.01 0.3597
H -4.94 0.53 0.77 0.3459
H -4.99 -1.10 0.10 0.3610
H -3.35 -1.86 1.83 0.0691
H -4.91 -1.69 3.76 0.3958
H -5.80 -2.03 2.27 0.3683
```

Output
* F_max: 0.6 eV Å⁻¹
* SMILES: CCCN1CCC(CCOc2ccccc2)(C(=O)OCC)CC1
* ΔE to the lowest compared entry with this formula, charge and spin: 32.8 kJ/mol
* total energy: -27806.50970 eV
* charge: 0


Here is a structure of composition C21H44CrN5O6PS2 from the Open Molecules 2025 dataset. Energies are from ωB97M-V with the def2-TZVPD basis set.

Geometry as XYZ:
```
80
Properties=species:S:1:pos:R:3:mulliken_spin:R:1
Cr -0.83 -0.95 -0.91 1.1486
N -0.88 -3.03 -0.92 -0.0162
C -2.20 -3.58 -1.28 0.0018
C -2.78 -2.71 -2.37 0.0029
N -2.61 -1.29 -2.03 -0.0253
C -3.71 -0.70 -1.23 0.0011
C -3.58 -1.04 0.25 0.0030
N -2.17 -0.92 0.68 -0.0402
H -0.59 -3.35 0.02 -0.0005
H -0.17 -3.33 -1.58 0.0016
H -2.13 -4.62 -1.60 -0.0006
H -2.81 -3.57 -0.38 -0.0002
H -2.22 -2.88 -3.30 0.0005
H -3.82 -2.96 -2.57 -0.0002
H -2.49 -0.73 -2.87 0.0002
H -3.65 0.38 -1.37 -0.0006
H -4.69 -1.02 -1.61 0.0002
H -4.23 -0.38 0.83 0.0002
H -3.93 -2.06 0.44 -0.0006
H -1.97 -0.02 1.11 -0.0009
H -1.95 -1.64 1.37 0.0022
C 2.47 -2.07 -2.95 0.0007
C 1.41 -1.05 -3.21 -0.0036
C 1.60 -0.07 -4.32 0.0017
O 0.40 -1.03 -2.52 -0.0093
H 3.25 -2.06 -3.71 -0.0003
H 2.03 -3.07 -2.89 0.0002
H 2.91 -1.86 -1.97 0.0003
H 2.56 0.43 -4.20 -0.0001
H 0.78 0.64 -4.35 -0.0009
H 1.65 -0.62 -5.26 0.0005
C 1.82 2.88 -0.66 -0.0010
C 0.77 3.71 0.06 0.0018
C -0.68 3.45 -0.41 0.0023
C -1.66 4.32 0.40 0.0013
C -3.11 4.12 0.00 0.0001
C -0.76 3.88 -1.86 -0.0005
O -0.59 5.01 -2.23 0.0000
N -1.06 2.88 -2.76 0.0000
C -1.26 1.54 -2.50 -0.0081
O -1.57 0.82 -3.44 -0.0007
N -1.12 1.07 -1.21 0.0156
C -1.00 1.98 -0.17 -0.0188
O -1.12 1.61 0.99 -0.0019
H 2.81 3.11 -0.27 0.0000
H 1.83 3.08 -1.73 0.0000
H 1.66 1.80 -0.50 0.0010
H 0.96 4.77 -0.09 0.0003
H 0.79 3.52 1.14 -0.0012
H -1.36 5.36 0.24 0.0002
H -1.51 4.09 1.45 -0.0004
H -3.28 4.37 -1.05 0.0000
H -3.76 4.77 0.58 0.0000
H -3.44 3.10 0.18 0.0001
H -1.20 3.16 -3.72 -0.0001
C 4.32 -1.47 2.02 -0.0004
C 3.36 -2.49 2.59 -0.0001
C 3.15 -3.68 1.69 0.0002
O 2.12 -1.79 2.95 -0.0011
P 0.72 -1.70 2.23 -0.0063
S -0.32 -3.36 2.24 -0.0036
S 1.09 -0.93 0.33 -0.0450
O -0.04 -0.61 3.06 -0.0007
C 0.49 0.52 3.83 0.0012
C 1.58 1.27 3.10 -0.0017
C 0.89 0.05 5.21 -0.0001
H 5.30 -1.93 1.88 0.0000
H 4.44 -0.63 2.70 0.0001
H 3.96 -1.10 1.06 0.0002
H 3.72 -2.83 3.56 0.0001
H 2.76 -3.38 0.71 -0.0004
H 2.47 -4.41 2.13 0.0000
H 4.11 -4.16 1.53 0.0000
H -0.39 1.17 3.91 -0.0001
H 2.49 0.66 3.01 0.0005
H 1.84 2.16 3.67 0.0000
H 1.25 1.56 2.11 0.0012
H 1.85 -0.47 5.20 0.0000
H 0.13 -0.62 5.63 0.0000
H 0.97 0.91 5.88 0.0000
```

Output
* F_max: 0.5 eV Å⁻¹
* ⟨S²⟩: 0.7636
* ΔE to the lowest compared entry with this formula, charge and spin: 0.0 kJ/mol
* total energy: -101609.12714 eV
* charge: +1
* 2S+1: 2


Here is a cluster of 2 separate species, C2H2O3S2 in total in a non-equilibrium geometry from the Open Molecules 2025 dataset. Energies are from ωB97M-V with the def2-TZVPD basis set.

Geometry as XYZ:
```
9
Properties=species:S:1:pos:R:3:mulliken_charge:R:1
C 0.07 -0.41 2.18 -0.3328
C 0.38 0.94 -0.73 0.1382
O -0.66 -2.86 1.33 -0.5536
O -0.90 0.73 -3.02 -0.4102
O 1.03 0.51 0.20 -0.4809
S -0.18 -1.53 0.94 0.5164
S -0.24 -0.03 -1.99 0.4095
H 0.22 0.63 2.03 0.3674
H 0.27 2.02 -0.94 0.3460
```

Output
* F_max: 3.7 eV Å⁻¹
* ΔE to the lowest compared entry with this formula, charge and spin: 345.1 kJ/mol
* total energy: -29912.65358 eV
* charge: 0


Here is a cluster of 2 separate species, C3H4N2O in total from the Open Molecules 2025 dataset. Energies are from ωB97M-V with the def2-TZVPD basis set.

Geometry as XYZ:
```
10
Properties=species:S:1:pos:R:3:mulliken_charge:R:1
O 3.00 -0.56 -0.40 -0.5199
C 1.78 -0.86 -0.02 0.2297
C 0.64 -1.10 0.30 -0.5285
N -2.42 -0.02 0.41 -0.8050
N -1.73 0.94 0.03 0.4929
C -1.04 1.90 -0.12 -0.2031
H 3.63 -1.07 0.14 0.3422
H -0.38 -1.28 0.58 0.4785
H -3.27 -0.06 -0.16 0.2292
H -0.20 2.12 -0.76 0.2840
```

Output
* F_max: 0.7 eV Å⁻¹
* ΔE to the lowest compared entry with this formula, charge and spin: 587.6 kJ/mol
* total energy: -8197.79511 eV
* charge: 0


Here is the molecule C3H4Cl3NO3 in a non-equilibrium geometry from the Open Molecules 2025 dataset. Energies are from ωB97M-V with the def2-TZVPD basis set.

Geometry as XYZ:
```
14
Properties=species:S:1:pos:R:3:mulliken_spin:R:1
C -1.33 -0.52 0.74 0.0396
C -0.17 0.00 -0.22 -0.0401
C 1.21 -0.59 0.09 0.0182
N -0.01 1.47 -0.09 0.4428
O 0.42 1.90 0.96 0.8022
O -0.22 2.14 -1.06 0.7280
O -0.59 -0.35 -1.50 0.0066
Cl 1.40 -2.17 -0.62 0.0044
Cl 1.52 -0.73 1.80 0.0014
Cl 2.56 0.39 -0.63 0.0048
H -2.29 -0.49 0.24 0.0000
H -0.93 -1.61 0.82 -0.0044
H -1.31 0.20 1.61 0.0001
H -0.25 0.37 -2.15 -0.0035
```

Output
* F_max: 8.8 eV Å⁻¹
* ⟨S²⟩: 2.0068
* ΔE to the lowest compared entry with this formula, charge and spin: 97.8 kJ/mol
* total energy: -48368.40744 eV
* charge: 0
* 2S+1: 3


Q: Look up the charge of the fifth one.
A: 0


Q: Number 1 is which compound?
A: C6H8HgMgO6


Q: Among the records above, which one has the highest F_max?
A: C3H4Cl3NO3